No. 1
Computed, not measured: 4 unconnected molecules or ions with the total composition C5H21N2O3S, with wB97M-V/def2-TZVPD.

```
32
Properties=species:S:1:pos:R:3:forces:R:3:lowdin_spin:R:1
N -0.33590 0.43513 0.14332 -2.309 -4.488 -1.288 0.03
C -0.04033 0.31687 1.57255 1.705 0.466 1.681 0.05
C -1.23340 0.03205 2.47098 -1.619 -3.096 1.492 0.01
S -2.82458 0.56087 1.77686 0.581 1.670 -0.070 0.09
C 1.23366 -0.79285 1.66728 -0.795 4.442 -0.909 0.06
N 1.96979 -0.53768 0.44610 0.889 -5.575 1.112 0.57
C 2.60912 -1.77685 -0.24661 -1.991 1.085 0.282 0.07
C 3.61419 -1.31849 -1.24785 3.414 1.366 -1.281 0.00
H -0.73801 -0.55575 -0.21401 0.617 2.159 0.639 0.00
H 0.55097 0.41500 -0.32107 0.426 1.037 -1.157 0.01
H -1.06881 1.08642 -0.20986 0.347 0.928 0.176 0.00
H 0.33750 1.33546 1.91305 -0.092 -1.311 -0.622 0.00
H -1.11944 0.66082 3.33721 0.164 0.017 0.492 0.00
H -1.45439 -1.09793 2.93459 1.198 2.834 -1.544 0.00
H -3.42633 -0.56967 1.60239 -0.398 -1.422 -0.171 0.00
H 0.93635 -1.74274 1.93928 -0.886 -2.308 -0.547 0.00
H 1.94550 -0.50644 2.42916 -0.126 0.629 0.739 0.03
H 2.64507 0.15664 0.59046 1.120 1.994 -0.296 0.02
H 1.71056 -2.42853 -0.57814 1.475 1.012 0.176 0.02
H 3.10283 -2.34555 0.54945 -0.243 0.035 0.474 0.04
H 3.45157 -0.17928 -1.58607 0.315 -2.797 0.386 0.00
H 4.83555 -1.43558 -0.98130 -3.508 0.552 0.124 0.00
H 3.62137 -2.03358 -2.07616 -0.428 0.625 -0.364 0.00
H 0.08010 1.42666 -3.64721 -1.782 0.539 0.375 0.00
H 1.39776 2.32040 -3.56150 -1.197 -1.355 -0.618 0.00
O 0.98354 1.46194 -3.86232 2.944 0.829 0.349 0.00
H -1.21478 3.34804 -0.19604 -0.803 -1.115 -1.952 0.00
H -2.55184 2.95698 -0.73350 -1.949 0.209 -0.080 0.00
O -1.65450 2.76653 -0.91724 2.814 0.770 2.169 0.00
H -0.34770 -2.34171 -2.56482 -0.861 0.044 -0.026 0.00
H -1.88947 -2.07946 -2.46761 -1.033 -0.053 -1.056 0.00
O -1.09752 -2.15480 -1.97196 2.012 0.279 1.314 0.00
```
Positions in Å, forces in eV/Å.

Computed properties:
electronic energy: -25462.73959 eV
orbital gap (alpha / beta): 10.39 / 4.13 eV
net charge: +2
HOMO level (alpha / beta): -0.6171 / -0.6021 Ha
M: 189.3 Da
spin multiplicity: 2
LUMO level (alpha / beta): -6.40 / -12.25 eV



No. 2
Computed, not measured: a single C6H16N2OS molecule, with wB97M-V/def2-TZVPD.

```
26
Properties=species:S:1:pos:R:3:forces:R:3:lowdin_charge:R:1
C -1.19982 1.68206 1.37350 -0.888 -3.362 0.839 -0.24
S -1.68471 0.75939 0.08605 -0.269 -2.334 2.964 0.74
O -2.52210 1.47064 -0.82977 -0.135 -0.360 -0.743 -0.32
N -2.35283 -0.67765 0.91133 0.021 2.020 -0.522 -0.22
C -3.21974 -1.39127 0.00366 -1.008 -2.676 1.464 -0.19
N -0.64021 -0.17414 -0.84371 -0.589 2.025 -0.112 -0.19
C 0.31898 -1.08003 -0.29087 0.999 0.925 -1.438 -0.23
C 1.66819 -0.52774 -0.81433 -0.268 -0.049 3.325 -0.18
C 2.12261 0.52291 0.21597 0.465 1.420 -0.296 -0.24
C 3.48170 1.04988 -0.29768 -0.916 -3.959 -0.374 -0.11
H -0.54388 2.35018 1.00772 1.951 3.037 -1.240 -0.05
H -0.70176 1.13722 2.20564 -0.676 -0.063 -0.661 0.03
H -2.88573 -0.54447 1.76161 0.430 1.047 0.084 0.09
H -3.52592 -0.85170 -0.84801 -0.071 0.837 -1.209 0.03
H -2.59702 -2.30687 -0.30062 -1.774 0.739 0.185 0.09
H -4.27019 -1.57441 0.56186 2.552 -0.340 -1.312 0.13
H -0.93452 -0.65553 -1.64111 -1.742 0.464 -1.712 0.09
H 0.15733 -0.93779 0.72635 0.641 -0.726 2.216 0.07
H -0.00867 -2.02803 -0.65474 0.373 -1.182 0.272 0.11
H 1.51533 -0.10808 -1.75598 -0.353 0.889 -1.549 0.09
H 2.57835 -1.08815 -0.89896 -0.107 -1.542 0.034 0.09
H 2.15952 0.11310 1.30170 0.145 0.496 -1.941 0.14
H 1.52697 1.47235 0.24565 -0.240 -1.162 0.111 0.10
H 3.47741 1.76573 -1.03171 -0.628 1.803 -1.805 0.05
H 3.96880 1.39693 0.49521 2.374 1.829 3.241 0.02
H 4.11191 0.22546 -0.68875 -0.287 0.222 0.180 0.09
```
Positions in Å, forces in eV/Å.

Computed properties:
SMILES: C=[S@](=O)(NC)NCCCC
electronic energy: -22339.16671 eV
orbital gap: 9.28 eV
relative energy (zero: lowest compared OMol25 entry of this formula, charge and spin): 2.088 eV
HOMO level: -0.3129 Ha
M: 164.3 Da
LUMO level: 0.76 eV



No. 3
Computed, not measured: a molecular structure, C3NO3S4Se2Te2Ti, with wB97M-V/def2-TZVPD.

```
16
Properties=species:S:1:pos:R:3:forces:R:3:lowdin_charge:R:1
Ti 0.79680 -0.78202 0.84762 -0.739 0.881 -0.467 -0.21
Se 1.47217 0.28116 3.07739 -0.059 -0.101 0.144 -0.03
Te -0.62913 -0.90754 3.73970 -0.132 0.024 -0.180 0.22
Te -0.75278 -3.28332 2.34059 0.231 -0.058 0.084 0.25
Se -0.38415 -2.77479 -0.09549 -0.154 -0.015 0.116 -0.02
O -2.39657 3.39863 -3.71729 0.155 -0.151 0.208 -0.09
C -1.83021 2.71272 -2.89970 -0.160 0.107 -0.186 -1.03
S -2.57397 2.15231 -1.39402 -0.187 0.113 -0.040 0.96
C -1.19790 1.26619 -0.78861 -0.340 -0.134 0.506 -1.14
C -0.11106 1.26134 -1.56086 0.650 -0.212 -0.003 -1.12
S 1.35334 0.43295 -1.08176 -0.211 -0.081 0.025 0.62
S -0.16950 2.12804 -3.07793 -0.004 0.050 -0.045 0.95
S -1.30677 0.47862 0.76810 0.015 0.377 -0.401 0.40
O 2.80812 -2.95422 1.91830 -0.179 -0.147 0.297 0.02
N 2.19418 -2.06872 1.42502 1.629 -0.669 -0.373 -0.54
O 2.72742 -1.34134 0.49894 -0.516 0.014 0.316 -0.25
```
Positions in Å, forces in eV/Å.

Computed properties:
electronic energy: -222483.09822 eV
orbital gap: 6.11 eV
net charge: -1
HOMO level: -0.1636 Ha
M: 687.3 Da
LUMO level: 1.66 eV



No. 4
Computed, not measured: a single C20H18ClN3O5 molecule, with wB97M-V/def2-TZVPD.

```
47
Properties=species:S:1:pos:R:3:forces:R:3:lowdin_charge:R:1
C -0.37064 3.26280 -0.51854 -0.228 0.194 -0.296 -0.07
O 0.16626 2.63131 0.62076 0.380 -0.121 0.328 -0.10
C 1.47635 2.25924 0.60913 -0.144 -0.095 0.258 -0.20
C 2.33282 2.37955 -0.47618 -0.234 0.062 -0.044 -0.02
C 3.63940 1.92427 -0.38905 0.112 -0.038 0.041 -0.10
C 4.10644 1.35362 0.77853 0.086 -0.022 -0.104 -0.09
C 3.26668 1.24534 1.87573 -0.251 0.052 0.117 0.00
C 1.96082 1.69566 1.80472 -0.133 0.035 -0.128 -0.20
O 1.10308 1.67529 2.89035 0.187 0.286 -0.190 -0.04
C 0.86211 0.41123 3.46579 0.037 -0.306 0.149 -0.09
C 0.03262 -0.47836 2.54459 0.037 0.078 -0.017 -0.44
O 0.17963 -1.68264 2.44637 0.034 -0.151 0.082 0.07
N -0.91369 0.19456 1.85916 -0.514 0.538 -0.391 0.14
N -1.59700 -0.49719 0.86637 0.255 -0.403 0.454 0.12
C -2.32711 0.11280 -0.09511 0.070 -0.309 0.294 -0.42
O -2.66682 1.28060 -0.03705 -0.035 0.413 0.061 0.07
C -2.65615 -0.79301 -1.20867 -0.488 -0.225 -0.727 -0.02
C -1.83440 -1.81951 -1.77720 -0.834 0.358 -0.157 -0.23
C -0.47314 -2.15936 -1.36016 0.308 -0.349 -0.169 -0.20
C 0.46510 -1.13887 -1.20403 0.057 -0.156 -0.076 -0.02
C 1.74225 -1.41038 -0.75544 -0.010 0.096 -0.003 -0.06
C 2.10037 -2.71425 -0.45255 -0.070 -0.032 -0.033 -0.06
C 1.18981 -3.74225 -0.61244 0.022 -0.031 0.013 -0.09
C -0.09019 -3.46771 -1.06839 0.057 0.308 0.016 -0.60
Cl -1.22478 -4.75385 -1.23344 -0.017 -0.321 0.095 0.73
N -2.45776 -2.38842 -2.77348 1.137 -0.620 -0.141 0.12
O -3.66385 -1.78698 -2.90115 -0.681 0.636 0.250 0.04
C -3.79209 -0.82341 -1.98202 0.720 0.225 0.701 -0.23
C -5.03252 -0.02114 -1.92215 -0.050 -0.158 -0.120 0.02
H -1.42778 3.40143 -0.30115 0.118 -0.001 -0.092 0.09
H -0.27515 2.63436 -1.40943 -0.014 0.013 0.030 0.09
H 0.10783 4.22955 -0.69942 0.050 -0.045 0.017 0.10
H 1.98889 2.82027 -1.39823 -0.084 0.050 -0.060 0.11
H 4.28942 2.01915 -1.24561 0.055 0.015 -0.069 0.11
H 5.12336 0.99962 0.84483 0.094 -0.026 0.012 0.10
H 3.63363 0.82064 2.79749 0.007 -0.033 0.121 0.12
H 0.30240 0.60285 4.38582 0.085 -0.079 -0.089 0.14
H 1.78407 -0.12455 3.71736 -0.168 0.032 -0.078 0.13
H -0.90979 1.20900 1.76106 0.078 -0.234 -0.053 0.15
H -1.29324 -1.46553 0.81538 -0.074 0.220 -0.035 0.14
H 0.17845 -0.12447 -1.44219 -0.027 0.117 -0.009 0.12
H 2.45131 -0.60584 -0.63319 0.072 0.096 0.018 0.09
H 3.09214 -2.93122 -0.08802 0.100 -0.041 0.043 0.11
H 1.45967 -4.75907 -0.37665 0.004 -0.106 0.019 0.11
H -5.84611 -0.61623 -1.50850 -0.063 -0.008 0.013 0.10
H -5.32027 0.29434 -2.92263 -0.040 0.068 -0.040 0.09
H -4.86247 0.84674 -1.29135 -0.004 0.019 -0.008 0.08
```
Positions in Å, forces in eV/Å.

Computed properties:
SMILES: COc1ccccc1OCC(=O)NNC(=O)c1c(-c2ccccc2Cl)noc1C
electronic energy: -48260.89003 eV
orbital gap: 9.50 eV
relative energy (zero: lowest compared OMol25 entry of this formula, charge and spin): 1.768 eV
HOMO level: -0.3254 Ha
M: 415.8 Da
LUMO level: 0.64 eV